Molecular formula: C12H18Cl3N6O2STi
Method: DFT, ωB97M-V/def2-TZVPD

Atoms and positions in Å:
Ti -0.657 0.484 -0.824
C 0.776 0.834 3.142
C 0.592 0.826 1.661
N -0.367 0.129 1.020
N -1.454 -0.334 1.774
C -2.569 0.424 1.585
N -3.688 0.050 2.207
S -2.502 1.784 0.587
C 1.361 1.636 0.782
C 2.423 2.465 1.177
C 2.973 3.335 0.265
C 2.477 3.360 -1.047
C 1.473 2.490 -1.399
N 0.911 1.637 -0.522
H 0.062 0.171 3.620
H 1.788 0.513 3.397
H 0.639 1.840 3.545
H -3.686 -0.672 2.909
H -4.486 0.660 2.153
H 2.783 2.426 2.195
H 3.779 3.994 0.554
H 2.871 4.053 -1.775
H 1.096 2.456 -2.413
N -0.838 -3.252 0.399
C 0.549 -3.420 -0.051
C 1.339 -2.126 -0.280
N 0.734 -1.179 -1.262
H -1.141 -4.124 0.820
H -1.437 -3.119 -0.405
H -1.515 -1.354 1.746
H 0.595 -4.013 -0.972
H 1.080 -3.978 0.719
H 2.312 -2.451 -0.655
H 1.498 -1.602 0.660
H 0.414 -1.739 -2.050
H 1.484 -0.610 -1.648
Cl -3.344 -0.161 -4.293
C -2.074 -0.637 -3.195
Cl -2.734 -0.775 -1.517
Cl -1.402 -2.202 -3.654
C -0.948 0.478 -3.065
O 0.148 0.243 -3.538
O -1.316 1.463 -2.350

The value obtained for the gap between HOMO and LUMO (alpha / beta) is 0.230 / 0.307 Eh. The energy above the lowest of the compared OMol25 structures with the same formula, charge and spin comes out at 187.84 kJ/mol. Its spin multiplicity is 3. The maximum force comes out at 2.11 eV/Å. The value obtained for the HOMO energy (alpha / beta) is -9.37 / -12.06 eV. The net charge is +1. The expectation value of S² is 2.01.



Molecular formula: C56H36N6SW
Method: DFT, ωB97M-V/def2-TZVPD

Atoms and positions in Å:
W 0.006 -0.437 0.581
C 2.343 -6.717 4.627
C 0.970 -6.513 4.591
C 0.446 -5.424 3.911
C 1.297 -4.531 3.264
C 2.672 -4.736 3.308
C 3.194 -5.829 3.986
C 0.771 -3.337 2.543
C -0.040 -3.493 1.405
C -0.686 -4.741 1.007
C -1.686 -4.426 0.178
C -1.650 -2.987 -0.005
N -0.526 -2.461 0.711
C -2.481 -2.219 -0.712
C -2.174 -0.787 -0.831
C -2.366 0.001 -2.023
C -2.512 1.375 -1.570
C -2.180 1.417 -0.274
C -1.775 2.608 0.502
C -2.657 3.207 1.534
C -3.042 4.541 1.444
C -3.856 5.100 2.420
C -4.300 4.327 3.483
C -3.930 2.991 3.568
C -3.112 2.432 2.598
C -0.541 3.041 0.247
N 0.872 1.248 1.217
C 0.956 2.001 2.296
C 0.746 1.444 3.546
C 0.853 2.312 4.753
C -0.224 3.103 5.136
C -0.108 3.953 6.229
C 1.083 4.016 6.938
C 2.163 3.234 6.554
C 2.050 2.385 5.462
C 0.685 0.062 3.620
C 0.964 -0.651 4.844
C 1.192 -1.932 4.528
C 0.888 -2.103 3.124
N 0.572 -0.855 2.563
C 1.343 3.389 1.893
C 0.261 4.096 0.956
N -1.904 0.093 0.246
C -3.630 -2.760 -1.485
C -3.422 -3.253 -2.772
C -4.496 -3.738 -3.504
C -5.771 -3.734 -2.954
C -5.975 -3.245 -1.671
C -4.907 -2.754 -0.935
H 2.749 -7.567 5.158
H 0.306 -7.199 5.100
H -0.625 -5.258 3.901
H 3.335 -4.040 2.808
H 4.264 -5.986 4.013
H -0.403 -5.713 1.375
H -2.406 -5.076 -0.293
H -2.846 -0.431 -2.890
H -2.708 2.227 -2.201
H -2.711 5.142 0.605
H -4.151 6.138 2.343
H -4.942 4.762 4.237
H -4.282 2.383 4.392
H -2.831 1.387 2.670
H -1.153 3.060 4.579
H -0.949 4.565 6.525
H 1.170 4.678 7.789
H 3.094 3.287 7.102
H 2.895 1.778 5.157
H 1.041 -0.178 5.810
H 1.478 -2.738 5.184
H 1.734 4.033 2.675
H -0.331 4.889 1.398
H -2.423 -3.272 -3.192
H -4.336 -4.128 -4.500
H -6.605 -4.118 -3.525
H -6.968 -3.249 -1.241
H -5.065 -2.373 0.067
C 3.890 -1.129 -1.514
C 2.614 -1.349 -1.020
N 1.897 -0.342 -0.508
C 2.396 0.908 -0.522
C 3.712 1.177 -0.839
C 4.455 0.128 -1.385
C 4.317 2.436 -0.365
C 3.654 3.279 0.425
C 2.175 3.224 0.596
C 1.428 4.451 -0.021
C 1.171 4.321 -1.485
C 0.605 3.171 -1.826
N 0.285 2.298 -0.719
C 1.488 1.944 0.072
H 4.451 -1.953 -1.931
H 2.159 -2.330 -1.001
H 5.488 0.291 -1.669
H 5.369 2.585 -0.574
H 4.168 4.130 0.855
H 1.927 5.372 0.271
H 1.446 5.085 -2.199
H 0.342 2.836 -2.821
S -0.519 -0.638 -1.978

The value obtained for the gap between HOMO and LUMO (alpha / beta) is 0.219 / 0.218 Eh. The energy above the lowest of the compared OMol25 structures with the same formula, charge and spin comes out at 525.83 kJ/mol. Its spin multiplicity is 1. The maximum force comes out at 0.57 eV/Å. The value obtained for the HOMO energy (alpha / beta) is -12.54 / -12.71 eV. The net charge is +2.



Molecular formula: C25H69N7O8
Method: DFT, ωB97M-V/def2-TZVPD

Atoms and positions in Å:
C -0.418 -0.883 1.276
N 0.287 -0.065 0.234
O -0.422 0.244 -0.718
O 1.453 0.250 0.322
H -1.466 -0.611 1.304
H 0.013 -0.501 2.202
H -0.185 -1.916 1.040
C 0.260 1.453 6.883
O -0.878 1.999 6.273
C -0.907 1.754 4.875
C -2.091 2.480 4.271
C -2.695 1.706 3.101
N -1.686 3.801 3.751
H 0.476 0.379 6.856
H 0.239 1.694 7.947
H 1.117 1.991 6.454
H -0.011 2.115 4.354
H -0.963 0.668 4.738
H -2.828 2.707 5.048
H -2.039 1.558 2.239
H -3.528 2.267 2.674
H -3.009 0.704 3.401
H -2.551 4.333 3.646
H -1.326 4.315 4.559
C -6.722 1.428 -3.982
O -5.485 1.418 -4.702
C -4.352 1.627 -3.882
C -2.992 1.405 -4.573
C -2.897 0.092 -5.308
N -1.872 1.639 -3.659
H -6.775 0.510 -3.389
H -7.482 1.510 -4.751
H -6.909 2.173 -3.202
H -4.425 2.640 -3.464
H -4.389 0.965 -3.004
H -2.827 2.184 -5.324
H -2.989 -0.728 -4.588
H -1.880 0.029 -5.700
H -3.629 -0.011 -6.103
H -1.915 2.583 -3.290
H -1.976 1.063 -2.824
C 2.809 -1.439 4.306
O 3.550 -0.535 3.515
C 4.013 -1.123 2.337
C 5.042 -0.209 1.674
C 6.222 0.186 2.592
N 4.420 1.085 1.254
H 1.927 -1.820 3.768
H 2.419 -0.852 5.134
H 3.288 -2.381 4.587
H 4.409 -2.140 2.454
H 3.263 -1.231 1.539
H 5.431 -0.655 0.755
H 5.835 0.651 3.503
H 6.802 0.948 2.074
H 6.845 -0.616 2.992
H 3.492 0.722 1.040
H 4.293 1.599 2.124
C -7.066 -2.330 2.840
O -5.985 -1.703 2.170
C -6.452 -0.826 1.157
C -5.394 0.200 0.764
C -5.862 1.415 -0.120
N -4.320 -0.524 0.084
H -7.794 -1.597 3.208
H -6.756 -3.034 3.602
H -7.671 -2.808 2.058
H -6.774 -1.374 0.267
H -7.292 -0.258 1.572
H -4.996 0.646 1.683
H -6.349 2.145 0.525
H -6.546 1.051 -0.881
H -4.885 1.812 -0.386
H -3.932 -1.237 0.693
H -3.536 0.093 -0.112
C 6.388 3.642 -5.025
O 6.323 2.615 -4.039
C 5.080 2.572 -3.367
C 4.705 1.106 -3.060
C 3.331 1.017 -2.421
N 5.793 0.384 -2.324
H 5.908 3.213 -5.906
H 7.405 3.938 -5.283
H 5.930 4.596 -4.750
H 5.203 3.143 -2.441
H 4.216 2.936 -3.931
H 4.544 0.620 -4.028
H 3.291 1.125 -1.335
H 2.968 -0.001 -2.575
H 2.635 1.730 -2.861
H 6.616 0.771 -2.782
H 5.719 0.855 -1.420
C 0.525 -2.246 -2.397
O 1.545 -3.222 -2.400
C 2.021 -3.523 -1.100
C 2.795 -4.816 -1.091
C 1.945 -6.070 -1.267
N 3.599 -4.922 0.113
H 1.007 -1.266 -2.327
H -0.152 -2.417 -1.554
H -0.060 -2.238 -3.315
H 2.693 -2.713 -0.790
H 1.237 -3.573 -0.333
H 3.396 -4.825 -2.013
H 2.504 -6.983 -1.062
H 1.431 -6.185 -2.220
H 1.122 -6.012 -0.542
H 4.154 -5.776 0.040
H 4.410 -4.303 0.052

The value obtained for the gap between HOMO and LUMO is 0.326 Eh. Its spin multiplicity is 1. The SMILES is C[N+](=O)[O-].COC[C@H](C)N.COC[C@H](C)N.COC[C@H](C)N.COC[C@H](C)N.COC[C@H](C)N.COC[C@H](C)N. The maximum force comes out at 2.51 eV/Å. The value obtained for the HOMO energy is -8.95 eV.



Molecular formula: C53H74Cl2O5RbS
Method: DFT, ωB97M-V/def2-TZVPD

Atoms and positions in Å:
Rb 0.558 -0.964 -0.074
C -0.611 2.706 -1.369
O -0.001 1.461 -1.060
C 1.027 1.168 -1.931
C 2.312 1.611 -1.638
C 2.806 2.166 -0.290
C 1.932 2.245 0.947
C 1.407 3.460 1.345
C 0.603 3.625 2.476
C 0.310 2.469 3.196
C 0.793 1.219 2.845
C 0.385 -0.015 3.618
C -0.969 -0.716 3.404
C -1.400 -1.576 4.405
C -2.540 -2.373 4.279
C -3.216 -2.348 3.068
C -2.825 -1.522 2.007
C -3.585 -1.701 0.684
C -3.267 -0.897 -0.554
C -4.108 0.131 -0.945
C -3.857 0.928 -2.062
C -2.675 0.664 -2.752
C -1.789 -0.345 -2.411
C -0.514 -0.535 -3.218
C 0.738 0.362 -3.046
C 1.728 0.264 -4.010
C 2.986 0.848 -3.855
C 3.267 1.467 -2.648
C 4.000 0.771 -4.997
C 3.436 1.515 -6.215
C 5.342 1.401 -4.626
C 4.261 -0.691 -5.384
C -2.121 -1.243 -1.336
O -1.391 -2.257 -1.018
C -4.792 2.043 -2.531
C -5.258 1.760 -3.966
C -6.033 2.162 -1.646
C -4.066 3.395 -2.504
C -1.762 -0.655 2.244
O -1.447 0.291 1.307
C -2.138 1.523 1.467
C -2.967 -3.256 5.453
C -4.214 -4.078 5.135
C -3.267 -2.368 6.668
C -1.834 -4.228 5.810
C 1.726 1.079 1.765
O 2.292 -0.040 1.496
C 0.058 5.007 2.831
C -0.795 4.981 4.099
C 1.215 5.991 3.056
C -0.820 5.531 1.684
H -0.662 2.849 -2.452
H -0.048 3.526 -0.911
H -1.624 2.678 -0.977
H 3.206 3.167 -0.488
H 3.662 1.530 -0.041
H 1.639 4.330 0.730
H -0.349 2.522 4.059
H 0.441 0.194 4.691
H 1.144 -0.778 3.413
H -0.812 -1.620 5.316
H -4.065 -3.001 2.901
H -4.647 -1.570 0.920
H -3.452 -2.759 0.431
H -4.990 0.311 -0.338
H -2.410 1.286 -3.607
H -0.761 -0.491 -4.283
H -0.188 -1.565 -3.026
H 1.506 -0.314 -4.902
H 4.259 1.854 -2.445
H 3.212 2.554 -5.966
H 2.512 1.051 -6.564
H 4.156 1.504 -7.038
H 5.241 2.462 -4.386
H 6.033 1.312 -5.467
H 5.794 0.903 -3.765
H 3.340 -1.214 -5.640
H 4.731 -1.226 -4.557
H 4.932 -0.744 -6.246
H -5.771 0.798 -4.017
H -4.412 1.721 -4.654
H -5.943 2.540 -4.315
H -6.616 1.239 -1.648
H -6.675 2.967 -2.015
H -5.769 2.392 -0.612
H -3.167 3.376 -3.122
H -3.763 3.651 -1.486
H -4.716 4.193 -2.877
H -2.375 1.693 2.521
H -3.054 1.513 0.870
H -1.465 2.311 1.139
H -5.067 -3.444 4.884
H -4.489 -4.680 6.004
H -4.042 -4.761 4.300
H -4.054 -1.646 6.440
H -2.383 -1.809 6.978
H -3.595 -2.979 7.514
H -1.609 -4.894 4.974
H -2.119 -4.846 6.666
H -0.917 -3.698 6.069
H -0.221 4.636 4.961
H -1.661 4.325 3.987
H -1.163 5.987 4.319
H 1.862 5.644 3.864
H 0.836 6.985 3.316
H 1.829 6.088 2.160
H -1.671 4.866 1.516
H -0.257 5.588 0.750
H -1.204 6.531 1.909
C 5.649 -0.773 -0.633
C 5.968 -2.233 -0.943
C 4.911 -2.924 -1.800
S 3.283 -2.798 -1.027
O 2.759 -1.469 -1.480
C 2.383 -3.976 -2.061
C 2.709 -5.449 -1.845
C 2.277 -5.993 -0.491
H 6.484 -0.308 -0.107
H 4.755 -0.662 -0.015
H 5.463 -0.211 -1.552
H 6.088 -2.794 -0.011
H 6.923 -2.305 -1.472
H 5.148 -3.975 -1.974
H 4.780 -2.421 -2.762
H 2.559 -3.665 -3.095
H 1.336 -3.756 -1.829
H 3.779 -5.621 -1.998
H 2.208 -6.007 -2.641
H 2.780 -5.488 0.335
H 2.492 -7.060 -0.414
H 1.206 -5.856 -0.338
Cl -0.531 -6.014 2.177
C -0.737 -4.280 1.824
Cl 0.806 -3.440 1.683
H -1.291 -3.830 2.636
H -1.256 -4.175 0.876

The value obtained for the gap between HOMO and LUMO is 0.206 Eh. The energy above the lowest of the compared OMol25 structures with the same formula, charge and spin comes out at 88.90 kJ/mol. Its spin multiplicity is 1. The maximum force comes out at 0.83 eV/Å. The value obtained for the HOMO energy is -3.63 eV. The net charge is -1.